1.
Formula: C28H47BiNO2P2
Source: OMol25
Level of theory: the ωB97M-V functional and the def2-TZVPD basis

As for the charge: +1. Its calculated total energy is -59783.45920 eV. The energy above the lowest of the compared OMol25 structures with the same formula, charge and spin is 206.3 kcal/mol. Its HOMO-LUMO gap (alpha / beta) is 2.75 / 3.02 eV. The spin multiplicity is 1.

Element x y z (Å)
Bi -0.28702 0.13582 -0.16091
C -0.34249 -2.98035 3.22555
C 0.99871 -3.10919 2.78240
C 0.95021 -1.46667 4.38659
C -0.38347 -1.95956 4.21940
C 1.79592 -2.17153 3.49832
C -1.50750 -3.78877 2.78470
H -1.33974 -4.18979 1.78111
H -2.41641 -3.17894 2.78155
H -1.68882 -4.64004 3.45606
C -1.56421 -1.47806 4.95198
H -2.44738 -2.09017 4.70262
H -1.77583 -0.42391 4.68796
H -1.39736 -1.52215 6.04595
C 1.32651 -0.38878 5.31448
H 0.94929 -0.59447 6.32360
H 0.89755 0.56368 4.97016
H 2.41751 -0.29852 5.36411
C 3.27007 -1.98899 3.37678
H 3.79766 -2.55293 4.16269
H 3.54397 -0.93120 3.49347
H 3.62986 -2.35601 2.40615
C 1.50198 -4.08910 1.80057
H 1.86455 -4.99582 2.31440
H 2.34315 -3.67004 1.22727
H 0.70435 -4.39308 1.11029
C -1.62238 0.94590 -4.12415
C -2.02101 -0.46994 -4.12998
C -1.19124 -1.50910 -4.83625
C 0.36536 -1.32529 -4.72785
C 0.87311 -0.56466 -3.52117
C 1.20078 0.77096 -3.56846
C 0.83112 1.62501 -4.72421
C -0.64253 1.40090 -5.20016
H -1.47729 -1.60665 -5.90227
H 0.77050 -0.82857 -5.63461
H -1.41168 -2.48369 -4.37849
H -0.67018 0.71633 -6.07660
H -2.31023 1.76499 -3.84304
H -3.07944 -0.71310 -4.03701
H -0.98126 2.37584 -5.59632
H 0.99905 2.70488 -4.52304
H 2.04232 1.15369 -2.99215
H 1.52204 1.35729 -5.56283
H 0.82172 -2.33889 -4.68393
H 1.39694 -1.20279 -2.79032
P -1.20247 0.04190 -2.56008
P 1.93693 1.59606 -0.15264
C -0.43110 2.07876 -1.87880
C 0.92036 2.57529 -1.30379
H -1.34363 2.51025 -1.41821
H -0.44000 2.40681 -2.92807
H 1.56800 2.83596 -2.15701
H 0.65591 3.47784 -0.73991
C 2.59245 2.52745 1.24409
H 3.22788 1.82796 1.82247
H 1.78101 2.86833 1.91384
H 3.19033 3.38333 0.88079
C 3.22212 0.56050 -0.91550
H 3.97894 1.22089 -1.35390
H 2.84410 -0.11748 -1.68751
H 3.69361 -0.07743 -0.15499
C -2.83706 0.30423 -1.68520
H -2.99504 -0.38443 -0.85024
H -3.61657 0.03592 -2.40761
H -3.07242 1.30994 -1.31003
C -1.01651 -1.87748 -1.91385
H -0.90088 -2.10303 -0.84328
H -0.19211 -2.44595 -2.36007
H -1.99023 -2.33367 -2.11656
O -2.77824 3.14970 -0.15124
C -2.21639 3.00520 0.91827
C -2.27020 3.99226 2.07783
C -1.64120 3.24896 3.21924
C -1.02348 2.03612 2.56730
O -0.19026 1.25452 3.10163
N -1.42691 1.91360 1.26414
H -1.69556 4.88378 1.78167
H -3.30809 4.29097 2.27392
H -0.87201 3.84211 3.72570
H -2.40803 2.94630 3.94320

2.
Formula: C28H47Cl3N2O3PRuSi
Source: OMol25
Level of theory: the ωB97M-V functional and the def2-TZVPD basis

Its calculated total energy is -96235.53830 eV. The energy above the lowest of the compared OMol25 structures with the same formula, charge and spin is 59.6 kcal/mol. Its HOMO-LUMO gap (alpha / beta) is 6.94 / 6.87 eV. The spin multiplicity is 6.

Element x y z (Å)
C -1.59884 -1.73779 -4.83671
C -1.14481 -2.20182 -3.48221
H -0.81406 -1.31438 -5.49524
H -2.43792 -1.02475 -4.84713
H -1.99511 -2.65143 -5.31243
C -0.80287 -3.50470 -3.43318
C -0.40242 -4.34654 -4.58409
H -0.96866 -4.07688 -2.51319
H -0.18485 -3.79236 -5.51504
H -1.17669 -5.09296 -4.80259
H 0.51281 -4.88495 -4.30539
Ru -1.98812 1.14352 2.20641
Cl -4.19935 0.22977 2.46483
Cl 0.20229 1.76959 1.23438
H 0.34795 4.47719 3.59342
H -2.30264 6.60822 2.12003
C 0.27560 4.71032 2.52885
C -1.51174 6.12755 1.51436
N -1.11085 4.86591 2.11422
H 0.71675 3.87935 1.96149
C -2.01131 3.92462 2.35380
O -1.84626 2.98627 3.20590
H -1.91373 5.97549 0.49898
H -2.94644 4.00154 1.77502
H 0.78761 5.64674 2.28554
H -0.64154 6.78206 1.48283
H 2.00530 -1.25373 -2.67568
H 2.61517 -3.44962 -3.22981
C 2.84930 -1.10578 -1.97376
C 3.49283 -3.44260 -2.56402
N 3.37736 -2.39970 -1.54800
H 2.49100 -0.54989 -1.11297
C 3.62379 -2.60313 -0.22959
O 3.24264 -1.85969 0.65799
H 3.56952 -4.42582 -2.07899
H 4.22303 -3.51201 -0.02393
H 3.61725 -0.51168 -2.49253
H 4.38530 -3.30740 -3.20132
O -0.18401 -0.20024 -2.27345
C -1.14238 -1.29393 -2.24382
C 0.25852 -2.84170 -0.81132
C -0.91504 -2.11303 -0.99641
H 1.08744 -2.67586 -1.50190
C 0.31046 -3.85993 0.15193
H -2.16150 -0.91183 -2.17167
C -1.98103 -2.30261 -0.12399
H 1.25480 -4.37924 0.35857
C -0.85312 -4.18624 0.87081
C -1.98915 -3.37932 0.76024
H -2.84793 -1.64084 -0.21743
H -0.84953 -5.02998 1.58094
H -2.87967 -3.57528 1.37864
Si -0.08541 1.19397 -3.13457
Cl -2.81642 0.98110 0.22460
C 1.65108 1.76421 -3.17620
C -0.86366 2.72062 -2.23026
C -1.45592 1.37689 -4.40456
H 2.45815 1.02683 -3.01111
H 1.68592 2.45109 -2.29508
H 1.81855 2.36849 -4.08426
H -1.26077 0.79278 -5.31882
H -1.57532 2.42764 -4.70598
H -2.43853 1.11126 -3.97505
H -1.97188 2.72770 -2.18951
H -0.51590 3.46560 -3.00296
H -0.44638 2.99087 -1.23946
C 0.56588 -1.45820 2.60902
P -0.53732 -0.19955 3.21445
C -1.85593 -1.05830 4.10400
C 0.48436 0.87315 4.30304
C -0.19483 1.72741 5.15827
C 0.48665 2.74092 5.84060
C 1.87558 2.85317 5.70604
C 2.54833 2.04377 4.79380
C 1.85742 1.07340 4.05465
H 0.04128 -2.33660 2.23041
H 1.20790 -1.77492 3.42740
H 1.18295 -1.11946 1.77245
H -1.53629 -1.16441 5.13850
H -2.78922 -0.47387 4.00608
H -2.05544 -2.01275 3.61156
H -1.26503 1.58265 5.34585
H -0.08102 3.40451 6.48647
H 2.41546 3.61084 6.27096
H 3.63168 2.13626 4.64634
H 2.38897 0.46446 3.32190

3.
Formula: C28H47IN9O3PSe3TbTe
Source: OMol25
Level of theory: the ωB97M-V functional and the def2-TZVPD basis

As for the charge: -1. Its calculated total energy is -292505.96715 eV. Its HOMO-LUMO gap (alpha / beta) is 4.71 / 5.16 eV. The spin multiplicity is 7.

Element x y z (Å)
Tb 10.83874 11.57315 12.49113
Se 12.35131 14.12030 13.24904
Se 11.44691 14.21697 15.44890
Te 9.05996 13.05981 15.49880
Se 8.54465 11.09936 14.15810
I 8.57265 17.48792 9.99174
C 8.66700 15.50856 10.56806
C 7.75494 14.48653 10.23073
N 8.11313 13.38554 10.93595
N 9.32517 13.57274 11.61605
C 9.62044 14.88660 11.43761
H 6.84163 14.54748 9.64121
H 7.57859 12.49325 11.04268
H 10.48665 15.26161 11.98862
N 12.25860 10.10839 13.27068
P 12.82155 8.83021 13.83534
N 13.64973 7.88202 12.70437
C 14.45416 8.50853 11.62092
C 15.93660 8.19683 11.60029
C 16.21167 6.67139 11.79368
C 15.39575 5.98721 12.86530
C 13.89872 6.42129 12.89431
N 11.73966 7.75639 14.54294
C 11.04179 8.29841 15.71530
C 10.46131 7.16502 16.59340
C 9.54218 6.22411 15.83682
C 9.50389 6.61286 14.33033
C 10.89236 6.75117 13.79849
N 13.98472 9.05805 15.11983
C 14.41378 8.03829 16.04202
C 15.65924 8.45220 16.85355
C 15.44739 9.75757 17.64433
C 14.20713 10.49113 17.04788
C 14.34126 10.40074 15.53072
H 14.28694 9.60259 11.72132
H 13.94578 8.26732 10.66211
H 16.42795 8.82260 12.37775
H 16.35051 8.46212 10.59520
H 17.24032 6.48929 11.95462
H 16.04949 6.16931 10.78363
H 15.84490 6.14184 13.85959
H 15.34101 4.91923 12.64735
H 13.36867 6.08610 13.81945
H 13.40487 5.84499 12.15436
H 10.20827 8.97118 15.42180
H 11.73386 8.93907 16.20245
H 9.97095 7.59627 17.43674
H 11.27297 6.51479 16.98425
H 8.54060 6.30990 16.27014
H 9.91406 5.20241 15.93155
H 8.94687 7.58497 14.17965
H 8.95075 5.87120 13.71136
H 10.94045 7.02074 12.73084
H 11.34084 5.73412 13.87452
H 14.63885 7.11606 15.45836
H 13.61259 7.81256 16.82061
H 16.44628 8.53624 16.12413
H 15.84060 7.62592 17.58258
H 16.28287 10.46653 17.49370
H 15.36146 9.50053 18.69759
H 14.21005 11.55044 17.30807
H 13.19765 10.24509 17.44296
H 15.40442 10.64559 15.24086
H 13.68565 11.17017 15.09028
C 5.27986 6.04786 5.57082
C 6.60736 5.98268 6.34863
N 7.08040 7.41780 6.43769
C 7.80209 7.81980 7.67595
C 6.84344 8.01602 8.87935
C 7.62564 7.92962 5.19127
O 7.96065 7.29136 4.21003
C 7.67436 9.41968 5.11501
C 8.53979 9.99791 4.12680
C 8.65879 11.32982 3.96907
C 7.84366 12.11659 4.80174
N 7.02185 11.60425 5.68052
C 6.88730 10.31038 5.91273
H 4.84164 5.03663 5.38381
H 5.60182 6.53584 4.62761
H 4.47168 6.61734 6.03864
H 7.37619 5.43719 5.79561
H 6.56497 5.50505 7.30915
H 8.42060 8.71241 7.58325
H 8.56632 6.99224 7.94875
H 5.88718 8.51602 8.64128
H 7.43698 8.61045 9.65501
H 6.66346 7.01957 9.29387
H 9.11022 9.27572 3.54318
H 9.26702 11.78502 3.18856
H 7.85581 13.20421 4.84906
H 6.30604 10.00004 6.76176
O 10.02696 10.37693 10.69632
N 10.13469 11.12966 9.68310
O 11.11617 11.92585 9.77573